(1)
This record from OMol25 describes a structure of composition C33H41N4O6S5SbTi. The level of theory is ωB97M-V/def2-TZVPD.

Its net charge is -2. The frontier orbital gap (spin up / spin down) comes out at 3.9 / 3.9 eV. The calculation puts the energy above the lowest of the compared OMol25 structures with the same formula, charge and spin at 1.913 eV. The calculation puts the HOMO energy (spin up / spin down) at 0.320 / 0.326 eV.

Cartesian coordinates (Å):
Ti (-0.803, -0.264, 0.464)
S (1.759, 0.012, 0.049)
S (2.790, -0.026, 1.835)
S (3.074, -1.985, 2.370)
S (1.263, -2.764, 2.988)
O (-0.055, -2.373, 0.127)
C (-1.206, -3.205, 0.080)
C (-2.098, -2.862, 1.234)
C (-2.925, -3.759, 1.866)
C (-3.759, -3.336, 2.899)
C (-3.698, -1.995, 3.245)
C (-2.836, -1.145, 2.582)
N (-2.007, -1.553, 1.587)
H (0.424, -2.592, 0.992)
H (-0.925, -4.261, 0.101)
H (-1.704, -2.979, -0.868)
H (-2.913, -4.793, 1.542)
H (-4.420, -4.024, 3.410)
H (-4.321, -1.591, 4.034)
H (-2.779, -0.096, 2.841)
C (0.278, 0.929, 5.524)
C (0.583, 1.821, 4.313)
C (-0.289, 3.083, 4.319)
C (2.064, 2.197, 4.301)
C (0.210, 1.051, 3.107)
N (-0.350, 0.496, 2.262)
H (0.534, 1.467, 6.441)
H (0.854, 0.005, 5.471)
H (-0.779, 0.659, 5.549)
H (-0.077, 3.663, 5.222)
H (-1.348, 2.824, 4.302)
H (-0.086, 3.698, 3.443)
H (2.305, 2.715, 5.233)
H (2.292, 2.853, 3.460)
H (2.686, 1.311, 4.204)
O (-3.578, -0.378, -2.186)
S (-2.530, 0.383, -1.547)
O (-1.197, -0.407, -1.601)
O (-2.732, 0.481, -0.030)
O (-2.371, 1.718, -2.119)
N (-2.550, 3.272, 0.388)
C (-1.264, 3.213, -0.110)
N (-0.854, 4.302, -0.858)
O (-0.498, 2.320, 0.202)
H (-3.191, 3.799, -0.189)
H (-2.888, 2.317, 0.521)
H (-1.543, 4.665, -1.498)
H (0.032, 4.135, -1.317)
C (2.357, 1.030, -6.074)
C (0.848, 1.003, -6.078)
C (0.230, 0.795, -7.310)
C (-1.148, 0.680, -7.430)
C (-1.930, 0.773, -6.293)
C (-1.328, 0.999, -5.059)
C (0.054, 1.128, -4.919)
Sb (0.809, 1.406, -2.866)
C (2.061, -0.329, -3.259)
C (1.283, -1.455, -3.523)
C (1.860, -2.696, -3.754)
C (3.239, -2.825, -3.728)
C (4.021, -1.714, -3.448)
C (3.450, -0.469, -3.196)
C (4.349, 0.665, -2.795)
C (1.886, 3.252, -3.403)
C (1.550, 3.942, -4.573)
C (1.866, 5.282, -4.761)
C (2.508, 5.984, -3.754)
C (2.806, 5.336, -2.566)
C (2.497, 3.990, -2.367)
C (2.800, 3.373, -1.025)
H (2.731, 1.336, -7.053)
H (2.750, 0.035, -5.853)
H (2.765, 1.703, -5.323)
H (0.854, 0.706, -8.194)
H (-1.598, 0.515, -8.403)
H (-3.007, 0.672, -6.350)
H (-1.965, 1.082, -4.186)
H (0.201, -1.371, -3.529)
H (1.229, -3.556, -3.939)
H (3.705, -3.786, -3.907)
H (5.100, -1.814, -3.402)
H (5.366, 0.512, -3.161)
H (4.382, 0.721, -1.704)
H (3.984, 1.623, -3.169)
H (1.022, 3.424, -5.362)
H (1.597, 5.774, -5.690)
H (2.760, 7.030, -3.883)
H (3.273, 5.888, -1.756)
H (3.136, 4.134, -0.319)
H (3.575, 2.612, -1.096)
H (1.932, 2.864, -0.592)

(2)
This record from OMol25 describes a structure of composition C21H34ClF5NO8S2Yb. The level of theory is ωB97M-V/def2-TZVPD.

Its net charge is +1. The frontier orbital gap comes out at 2.0 eV. The calculation puts the HOMO energy at -9.727 eV.

Cartesian coordinates (Å):
C (0.061, -6.244, -1.895)
C (0.047, -5.114, -3.127)
C (1.281, -4.068, -2.787)
C (1.014, -3.243, -1.370)
C (-0.156, -2.126, -1.679)
C (-0.942, -1.610, -0.298)
C (0.050, -0.580, 0.459)
N (-0.321, 0.084, 1.710)
C (0.919, 0.405, 2.445)
C (2.174, 1.081, 1.615)
C (1.938, 2.593, 1.063)
C (3.438, 3.170, 0.605)
O (3.506, 4.372, 0.001)
O (4.701, 2.403, 0.821)
C (5.247, 1.909, -0.453)
C (5.054, 0.279, -0.683)
C (-1.523, 0.888, 1.841)
C (-1.656, 2.235, 0.856)
C (-1.831, 1.902, -0.734)
C (-2.708, 3.126, -1.462)
C (-1.859, 3.946, -2.600)
S (-1.664, 2.997, -4.236)
O (-2.952, 3.036, -5.102)
O (-0.489, 3.689, -4.995)
Cl (-1.141, 0.992, -3.992)
C (-2.991, 0.105, 1.613)
O (-3.173, -1.204, 1.942)
O (-4.208, 0.780, 1.106)
S (-1.877, 1.641, 3.567)
O (-3.314, 2.298, 3.592)
O (-0.922, 2.863, 3.868)
C (-1.795, 0.472, 4.989)
F (-0.491, -0.255, 5.178)
F (-1.913, 1.318, 6.239)
C (-2.957, -0.664, 5.130)
F (-4.278, -0.332, 4.566)
F (-3.188, -0.822, 6.617)
F (-2.438, -2.020, 4.709)
H (1.183, -6.338, -1.536)
H (-0.360, -7.281, -2.238)
H (-0.593, -5.783, -1.039)
H (0.125, -5.613, -4.191)
H (-1.018, -4.593, -3.060)
H (2.350, -4.584, -2.812)
H (1.275, -3.261, -3.663)
H (2.023, -2.673, -1.106)
H (0.792, -3.943, -0.457)
H (-0.933, -2.447, -2.493)
H (0.412, -1.178, -2.124)
H (-1.980, -1.192, -0.639)
H (-1.076, -2.574, 0.393)
H (0.376, 0.244, -0.341)
H (1.041, -1.222, 0.650)
H (0.858, 1.024, 3.431)
H (1.363, -0.651, 2.799)
H (3.054, 1.163, 2.421)
H (2.633, 0.362, 0.779)
H (1.334, 2.497, 0.037)
H (1.364, 3.321, 1.777)
H (4.744, 2.444, -1.365)
H (6.427, 2.085, -0.458)
H (3.921, 0.080, -0.987)
H (5.317, -0.309, 0.318)
H (5.695, -0.133, -1.602)
H (-2.639, 2.851, 1.149)
H (-0.783, 3.022, 1.066)
H (-2.406, 0.917, -0.988)
H (-0.751, 1.961, -1.233)
H (-3.142, 3.896, -0.697)
H (-3.639, 2.639, -2.014)
H (-0.830, 4.395, -2.209)
H (-2.520, 4.899, -2.882)
Yb (-2.262, -4.328, -3.805)

Here are the calculated E numbers, same order: -136966.49569 -119475.70142 (eV).